1.
35
Properties=species:S:1:pos:R:3:forces:R:3 method="wB97M-V/def2-TZVPD" smiles="C=Cn1nnc(P(CC)CC)[n+]1CCCCl" e_lumo_ev=-4.15 energy_ev=-38440.79569 orbital_gap_ha=0.303 largest_force_ev_per_a=0.8 charge=+1 spin_multiplicity=1
C 2.886 -3.243 0.566 0.078 0.144 0.458
C 2.138 -3.217 -0.513 0.354 -0.221 -0.169
N 0.958 -2.417 -0.610 0.013 0.064 -0.242
N -0.179 -2.936 -0.946 -0.077 0.106 0.022
N -1.084 -1.997 -0.919 -0.117 -0.138 -0.150
C -0.494 -0.846 -0.566 0.035 -0.027 0.205
P -1.186 0.834 -0.359 0.087 0.729 -0.291
C -2.947 0.730 -0.852 -0.152 -0.557 0.248
C -3.703 -0.590 -0.627 0.180 0.265 0.033
C -1.230 0.954 1.480 0.002 -0.219 -0.166
C -1.595 2.385 1.877 0.158 -0.065 -0.010
N 0.817 -1.093 -0.400 -0.003 -0.126 0.155
C 1.934 -0.193 -0.071 0.350 -0.122 -0.097
C 2.085 0.981 -1.048 0.227 0.252 0.105
C 2.347 2.303 -0.312 -0.038 0.009 -0.094
Cl 1.598 3.672 -1.163 -0.026 0.045 -0.036
H 2.693 -2.615 1.427 -0.104 -0.097 0.055
H 3.728 -3.915 0.637 0.074 0.054 -0.160
H 2.340 -3.818 -1.387 -0.264 -0.021 -0.063
H -3.001 1.075 -1.883 -0.102 -0.012 -0.052
H -3.415 1.501 -0.235 0.116 0.182 -0.090
H -3.351 -1.078 0.282 -0.100 -0.083 0.025
H -4.767 -0.397 -0.508 -0.044 -0.015 -0.102
H -3.546 -1.272 -1.457 -0.068 -0.070 0.033
H -0.221 0.725 1.831 -0.049 -0.067 0.152
H -1.913 0.214 1.902 -0.009 0.026 0.052
H -2.483 2.746 1.360 -0.080 -0.032 0.080
H -0.779 3.062 1.626 -0.013 0.054 0.020
H -1.773 2.434 2.950 -0.036 0.078 0.004
H 2.832 -0.804 -0.110 -0.073 -0.060 0.076
H 1.812 0.115 0.967 -0.122 0.113 -0.025
H 1.209 1.099 -1.679 -0.054 -0.066 0.063
H 2.938 0.783 -1.696 -0.104 -0.072 -0.137
H 3.408 2.529 -0.262 0.022 -0.072 0.111
H 1.945 2.292 0.700 -0.063 0.020 -0.013


2.
33
Properties=species:S:1:pos:R:3:forces:R:3 method="wB97M-V/def2-TZVPD" e_lumo_ev=-11.98 energy_ev=-17959.17382 orbital_gap_ha=0.371 largest_force_ev_per_a=1.0 charge=+3 spin_multiplicity=1
Ir 0.351 0.306 -0.461 -0.328 0.788 -0.497
N -0.552 -1.491 -1.156 0.234 0.029 0.091
C -1.427 -2.120 -0.117 -0.144 0.158 0.250
C -2.071 -1.000 0.685 0.154 -0.233 -0.232
N -1.006 -0.018 1.099 0.130 -0.101 0.141
C -0.269 -0.363 2.371 0.268 -0.139 -0.123
C 0.893 -1.286 2.040 -0.238 0.090 0.089
N 1.648 -0.685 0.892 -0.079 -0.031 -0.120
H -1.129 -1.239 -1.957 -0.010 -0.048 -0.021
H 0.098 -2.192 -1.514 0.054 0.044 0.021
H -0.798 -2.748 0.504 -0.080 -0.101 -0.016
H -2.166 -2.767 -0.589 -0.069 0.072 -0.003
H -2.589 -1.378 1.567 0.012 -0.016 0.011
H -2.795 -0.446 0.085 -0.004 -0.046 -0.029
H -1.486 0.861 1.281 -0.043 -0.042 0.076
H -0.954 -0.815 3.088 -0.006 -0.028 -0.010
H 0.085 0.578 2.795 0.033 -0.022 0.017
H 0.551 -2.266 1.729 0.064 -0.055 0.094
H 1.558 -1.429 2.892 -0.023 0.080 0.038
H 2.251 -1.397 0.477 -0.040 0.007 -0.058
H 2.290 0.018 1.257 0.036 -0.044 0.032
C 0.449 1.140 -2.624 -0.390 -0.261 -0.252
C -0.681 1.685 -1.954 0.136 0.194 0.181
C -0.483 2.415 -0.761 0.192 -0.144 0.013
C 0.820 2.516 -0.180 -0.260 0.048 -0.215
C 1.914 1.958 -0.870 0.153 -0.174 0.025
C 1.733 1.258 -2.095 0.308 -0.053 0.356
H 0.313 0.580 -3.544 -0.052 -0.001 0.018
H -1.673 1.580 -2.375 -0.005 0.016 0.010
H -1.337 2.844 -0.247 0.001 -0.001 0.009
H 0.972 3.050 0.749 -0.020 0.011 -0.001
H 2.912 2.029 -0.450 -0.025 -0.008 0.046
H 2.576 0.822 -2.617 0.044 0.009 0.059


3.
36
Properties=species:S:1:pos:R:3:forces:R:3 method="wB97M-V/def2-TZVPD" e_lumo_ev="-6.21 / -9.10" energy_ev=-52146.93637 orbital_gap_ha="0.298 / 0.280" largest_force_ev_per_a=1.8 charge=+2 spin_multiplicity=5
Ir -0.289 -0.358 0.520 -0.117 0.323 -0.327
C -3.366 1.110 0.503 -0.006 -0.093 0.042
C -2.456 1.985 1.345 0.219 0.035 -0.066
S -0.684 2.063 0.909 -0.062 -0.442 -0.201
C -0.601 2.755 -0.780 0.003 -0.123 0.296
C -1.028 1.875 -1.944 0.093 -0.176 -0.151
S -0.270 0.205 -1.929 -0.236 -0.073 0.649
C -1.648 -0.902 -2.387 0.161 0.182 -0.117
C -2.942 -0.774 -1.596 0.089 -0.165 0.134
S -2.762 -0.609 0.226 0.237 0.288 -0.095
H -3.580 1.562 -0.462 0.025 -0.050 -0.024
H -4.313 0.994 1.031 -0.021 0.031 -0.031
H -2.437 1.646 2.382 0.000 0.063 0.028
H -2.831 3.009 1.336 -0.031 -0.003 0.065
H 0.449 3.035 -0.873 0.000 0.031 -0.002
H -1.184 3.676 -0.772 0.020 0.023 -0.051
H -0.679 2.339 -2.867 -0.089 0.047 -0.013
H -2.107 1.768 -2.011 0.011 -0.029 0.020
H -1.218 -1.898 -2.285 0.010 -0.002 -0.021
H -1.857 -0.741 -3.446 -0.014 -0.052 -0.010
H -3.524 -1.684 -1.741 -0.044 0.038 -0.058
H -3.548 0.060 -1.941 -0.036 0.008 0.082
C 3.956 -0.348 0.642 -0.313 -0.005 0.249
C 3.028 -1.496 0.856 0.176 0.036 -0.036
C 3.566 -2.854 1.151 -0.212 0.110 0.075
O 1.944 -1.472 -0.012 -0.119 -0.066 -0.129
C 1.757 -0.951 2.884 -0.441 0.491 1.652
O 2.493 -0.747 3.769 -0.140 -0.466 -1.603
O 0.625 -1.042 2.454 0.747 -0.020 -0.570
H 4.537 -0.540 -0.266 0.025 -0.035 -0.013
H 4.646 -0.254 1.475 0.044 0.064 0.056
H 3.417 0.589 0.495 0.024 0.007 0.054
H 4.094 -3.236 0.269 0.036 0.021 -0.030
H 2.771 -3.562 1.399 0.039 0.002 0.049
H 4.282 -2.824 1.969 -0.004 0.015 0.037
H 1.759 -2.377 -0.304 -0.074 -0.018 0.059


4.
32
Properties=species:S:1:pos:R:3:forces:R:3 method="wB97M-V/def2-TZVPD" e_lumo_ev=0.76 energy_ev=-22942.41395 orbital_gap_ha=0.298 largest_force_ev_per_a=5.7 spin_multiplicity=1
C 1.982 -0.076 0.410 0.227 3.276 -0.422
C 0.771 0.243 -0.078 1.709 -2.353 0.959
C -4.325 0.905 0.773 0.961 0.680 0.683
C -3.748 -0.523 0.700 2.835 2.030 4.568
C -3.521 1.483 -0.481 -2.881 1.343 3.249
C -2.289 -0.468 0.200 0.667 0.343 -0.312
C -2.100 -1.340 -1.086 -3.611 -1.768 2.986
C 5.188 -0.639 -0.128 0.796 1.500 -0.486
C 3.125 0.860 0.585 1.500 -1.283 -1.432
C 4.349 0.647 -0.357 -1.256 -0.660 -0.195
N -1.261 1.755 -0.483 -0.129 1.401 -0.885
N -2.205 0.953 -0.266 -1.590 -0.241 0.723
P 0.278 1.861 -0.609 1.156 0.165 0.011
H 2.248 -0.971 0.813 -0.021 -3.083 0.748
H 0.158 -0.661 -0.019 -0.398 0.679 -0.473
H -5.453 0.770 0.755 1.346 0.854 -0.291
H -3.994 1.550 1.710 -0.755 -1.637 -1.710
H -3.718 -0.963 1.719 -0.440 -0.177 -0.724
H -4.303 -1.039 0.060 -2.433 -2.497 -2.489
H -4.088 1.118 -1.278 -0.198 -0.870 -2.063
H -3.668 2.590 -0.486 1.121 -0.853 -0.126
H -1.525 -0.762 1.090 -1.653 1.022 -2.344
H -3.035 -1.548 -1.700 0.978 0.830 0.826
H -1.868 -2.291 -0.648 0.360 -1.026 -0.229
H -1.340 -1.051 -1.666 2.880 1.270 -2.213
H 4.627 -1.248 0.565 0.173 -0.593 0.087
H 6.194 -0.366 0.313 -1.164 -0.429 -0.296
H 5.397 -1.157 -1.084 -0.251 0.052 0.638
H 2.908 1.842 0.391 -1.153 2.513 -0.230
H 3.645 0.839 1.484 -0.031 -0.314 2.571
H 3.837 0.735 -1.286 0.160 -0.727 -1.530
H 4.871 1.573 -0.341 1.095 0.553 0.401